[1]
Molecular formula: C31H37N3O6STi
Method: DFT, wB97M-V/def2-TZVPD

Geometry as XYZ:
```
79
Properties=species:S:1:pos:R:3:forces:R:3
Ti -0.387290 0.712026 0.101624 -0.6 -1.4 1.6
C -4.679803 0.528803 -0.505699 -0.1 -0.2 0.1
C -4.595722 -0.689565 -1.420776 0.2 0.2 0.0
C -4.482477 -0.243839 -2.884529 -0.2 0.0 0.0
C -3.528136 -1.752477 -1.149861 0.3 0.1 0.4
C -3.818956 -2.949019 -1.809500 0.0 -0.2 0.0
C -3.034738 -4.075564 -1.709304 -0.1 -0.1 0.0
C -1.926706 -4.042766 -0.883845 0.0 -0.1 0.0
C -1.590564 -2.890329 -0.198057 0.1 0.4 0.0
C -0.419232 -2.933506 0.773625 0.0 -0.3 0.0
C -0.889781 -3.380491 2.166315 0.0 0.2 -0.1
C 0.706828 -3.863219 0.315707 -0.1 0.1 0.0
C -2.359301 -1.695853 -0.347154 -0.2 -0.7 0.0
N -1.893821 -0.600141 0.437034 -1.0 -0.4 0.0
C -2.437449 -0.542118 1.704454 -0.4 -0.5 0.3
O -3.469476 -1.142990 2.054187 0.1 0.1 -0.1
C -1.576492 0.184212 2.622719 -0.3 -0.3 0.9
C -1.663266 0.135843 4.002653 0.2 0.0 -0.7
C -0.580836 0.559236 4.778609 -0.1 0.1 0.6
C 0.598593 0.969390 4.138399 -0.1 -0.1 -0.6
C 0.642766 1.018798 2.762543 0.3 0.0 0.9
N -0.459901 0.699496 1.996059 -0.1 0.6 -0.4
C 1.805506 1.316117 1.931152 0.5 -0.2 0.3
O 2.944026 1.557237 2.362444 -0.1 0.2 -0.1
N 1.453477 1.223575 0.611301 0.8 0.3 0.0
C 2.339061 1.584308 -0.428198 1.1 0.0 -0.4
C 2.807182 0.538160 -1.270194 -0.3 0.2 0.3
C 3.572149 0.824693 -2.386271 0.1 -0.1 0.0
C 3.935745 2.127802 -2.676726 0.0 0.0 0.0
C 3.523888 3.136848 -1.837697 0.1 0.0 -0.1
C 2.725874 2.908277 -0.719365 -0.2 -0.2 0.3
C 2.387555 4.191451 0.043416 0.1 -0.1 0.2
C 1.184508 4.226472 0.987321 0.1 -0.1 -0.2
C 3.635912 4.621881 0.829711 0.0 0.0 -0.1
C 2.478936 -0.905511 -0.923546 0.2 0.1 -0.1
C 2.617933 -1.840993 -2.122356 -0.2 0.1 0.1
C 3.364071 -1.369472 0.238141 -0.2 0.0 0.0
H -5.576034 1.099397 -0.769703 0.0 0.0 0.0
H -3.826493 1.182877 -0.626529 0.3 0.2 0.0
H -4.753361 0.228083 0.538080 0.0 0.0 0.0
H -5.551888 -1.220401 -1.315497 0.1 0.0 0.0
H -3.617019 0.395836 -3.017719 0.3 0.1 0.0
H -5.364775 0.334711 -3.175244 0.0 0.0 0.0
H -4.398418 -1.103952 -3.553270 0.0 0.1 0.0
H -4.721738 -2.997622 -2.410864 0.0 0.1 0.0
H -3.293400 -4.984012 -2.242119 0.0 0.0 0.0
H -1.343763 -4.947915 -0.757821 0.1 0.1 0.0
H -0.017256 -1.920547 0.857615 0.0 -0.1 0.1
H -1.237632 -4.417550 2.121294 0.0 0.0 0.0
H -1.713244 -2.766040 2.519130 -0.1 0.0 0.1
H -0.067228 -3.313621 2.883717 0.0 0.0 0.0
H 0.417257 -4.912787 0.412272 0.0 0.0 0.0
H 1.588706 -3.707469 0.940264 -0.1 -0.1 0.0
H 0.973024 -3.674822 -0.723656 0.0 -0.1 0.1
H -2.554295 -0.292419 4.442837 0.0 0.0 0.0
H -0.632856 0.518355 5.860410 0.0 0.0 0.0
H 1.496548 1.208315 4.693297 0.0 0.0 0.0
H 3.889954 0.031440 -3.051292 0.0 0.0 0.0
H 4.520332 2.345965 -3.563567 0.0 0.0 0.0
H 3.798036 4.160557 -2.074018 0.0 0.0 0.0
H 2.184623 4.928393 -0.740118 0.1 0.0 0.0
H 1.416664 3.753232 1.940065 0.0 0.0 0.1
H 0.319526 3.745764 0.549894 -0.2 0.0 0.0
H 0.930716 5.271996 1.187019 0.0 0.0 0.0
H 3.859248 3.856771 1.576307 0.0 0.0 0.0
H 3.457232 5.574110 1.339042 0.0 0.0 0.0
H 4.504277 4.735096 0.176300 0.0 0.0 0.0
H 1.434185 -0.941736 -0.598843 0.0 -0.1 0.0
H 3.666817 -1.965882 -2.402158 0.0 0.0 0.0
H 2.061242 -1.444355 -2.972775 0.0 -0.1 0.0
H 2.218579 -2.825604 -1.882509 0.1 0.0 0.0
H 4.414596 -1.335375 -0.061877 0.0 0.0 0.0
H 3.114684 -2.392408 0.533479 0.1 0.1 0.0
H 3.245655 -0.715056 1.100519 0.0 0.0 0.0
O 0.328521 3.034681 -2.179979 0.2 0.0 0.2
S -0.750591 2.113320 -1.923480 -0.9 1.7 -2.2
O -1.816493 2.225942 -2.894157 -0.2 -0.4 0.2
O -0.247841 0.674839 -1.822514 0.3 0.0 -1.0
O -1.286124 2.313098 -0.496164 -0.1 0.4 -0.2
```
Positions in Å, forces in eV/Å.

The highest occupied orbital energy (alpha / beta) comes out at 0.3 / 0.3 eV. The value obtained for the frontier orbital gap (alpha / beta) is 4.39 / 4.37 eV. The net charge is -2. The calculation puts the molecular weight at 627.6 g/mol. The value obtained for the largest force on an atom is 2.9 eV/Å. For the energy, the calculation gives -3067.07673 Ha. As for the spin multiplicity: 1.

Charges per atom according to Löwdin partitioning, unit e: 0.990 -0.060 -0.360 -0.067 -0.099 -0.079 -0.102 -0.062 -0.118 -0.349 -0.039 -0.082 -0.116 -0.023 -0.501 -0.017 -0.213 -0.041 -0.139 -0.039 -0.210 -0.048 -0.498 -0.003 -0.018 -0.155 -0.134 -0.053 -0.093 -0.071 -0.131 -0.352 -0.053 -0.076 -0.362 -0.074 -0.034 0.073 0.066 0.065 0.124 0.066 0.072 0.063 0.103 0.087 0.096 0.109 0.079 0.064 0.081 0.067 0.065 0.058 0.105 0.063 0.104 0.091 0.088 0.108 0.126 0.072 0.055 0.077 0.071 0.068 0.063 0.094 0.072 0.090 0.048 0.084 0.054 0.071 -0.283 0.325 -0.323 -0.383 -0.396

***

[2]
Molecular formula: CH2IPS
Method: DFT, wB97M-V/def2-TZVPD

Geometry as XYZ:
```
6
Properties=species:S:1:pos:R:3:forces:R:3
C -2.174082 0.146124 1.221059 -1.1 -0.5 -0.7
P -1.028664 0.692077 -0.026342 -1.0 2.1 -1.0
S -1.593598 2.576458 -0.427804 0.3 -1.6 0.4
I -3.501311 -0.979861 0.039737 -0.1 0.2 0.7
H 0.127326 0.456164 0.564733 2.2 0.1 1.3
H -0.791889 -0.160336 -1.085227 -0.4 -0.3 -0.7
```
Positions in Å, forces in eV/Å.

The highest occupied orbital energy (alpha / beta) comes out at -9.2 / -9.2 eV. The value obtained for the frontier orbital gap (alpha / beta) is 7.00 / 7.00 eV. The calculation puts the molecular weight at 204.0 g/mol. The value obtained for the largest force on an atom is 2.5 eV/Å. For the energy, the calculation gives -1076.38794 Ha. As for the spin multiplicity: 1.

Charges per atom according to Löwdin partitioning, unit e: -0.746 0.034 0.120 0.724 -0.069 -0.062

***

[3]
Molecular formula: C6H14O
Method: DFT, wB97M-V/def2-TZVPD

Geometry as XYZ:
```
21
Properties=species:S:1:pos:R:3:forces:R:3
C -2.455831 -0.126981 -1.498773 -0.3 -0.1 -0.1
O -1.243131 0.418371 -1.051963 0.0 0.0 0.0
C -0.304281 -0.554838 -0.651294 0.1 -0.2 0.1
C 0.653821 0.051412 0.378080 0.0 0.0 0.0
C 1.681000 -1.013534 0.772953 0.0 0.0 0.0
C 1.367215 1.264246 -0.227433 0.0 0.1 0.0
C -0.157805 0.478055 1.606326 0.0 0.0 0.1
H -2.951868 -0.696622 -0.696864 0.1 0.1 -0.1
H -2.323559 -0.793437 -2.366383 0.0 0.1 0.1
H -3.099056 0.707763 -1.788124 0.1 -0.1 0.0
H 0.254213 -0.930220 -1.527638 -0.1 0.1 0.1
H -0.822270 -1.417554 -0.197225 0.1 0.1 0.0
H 1.193932 -1.898351 1.201846 0.1 0.1 -0.1
H 2.373222 -0.617324 1.525363 -0.1 0.0 -0.1
H 2.274917 -1.336351 -0.091288 -0.1 0.1 0.1
H 0.643786 2.014156 -0.561333 0.1 -0.1 0.1
H 1.978136 0.971627 -1.090779 -0.1 0.0 0.1
H 2.031118 1.727766 0.512387 -0.1 -0.1 -0.1
H -0.972273 1.147209 1.311256 0.1 -0.1 0.1
H 0.474461 1.000094 2.334128 -0.1 -0.1 -0.1
H -0.595747 -0.395488 2.106760 0.1 0.1 -0.1
```
Positions in Å, forces in eV/Å.

The highest occupied orbital energy comes out at -9.8 eV. The value obtained for the frontier orbital gap is 10.70 eV. The calculation puts the molecular weight at 102.2 g/mol. The structure (SMILES) is COCC(C)(C)C. The value obtained for the largest force on an atom is 0.3 eV/Å. For the energy, the calculation gives -312.23378 Ha. As for the spin multiplicity: 1.

Charges per atom according to Löwdin partitioning, unit e: -0.115 -0.199 -0.216 -0.601 -0.062 -0.053 -0.052 0.090 0.090 0.089 0.137 0.128 0.084 0.086 0.084 0.084 0.086 0.085 0.084 0.085 0.086